{"formula": "C3H2BrClF2", "method": "ωB97M-V with the def2-TZVPD basis set", "lumo_energy_ev": [0.60, -1.84], "multiplicity": 3, "charge": 0, "max_force_ev_per_a": 7.12, "homo_lumo_gap_ev": [8.3205, 9.3570], "relative_energy_kcal_mol": 0.0, "homo_energy_ev": [-7.724, -11.194], "e_tot_ha": -3349.28462, "species": ["Br", "Cl", "F", "F", "C", "C", "C", "H", "H"], "positions_angstrom": [[1.9949, 1.4491, -0.2406], [1.2126, -1.1163, -1.5003], [-0.4301, -1.6299, 0.7977], [0.0667, 0.1968, 1.9644], [1.0711, -0.0943, -0.1705], [-1.0768, 0.3647, -0.2188], [-0.1539, -0.3338, 0.6409], [-0.9912, 1.3206, -0.2469], [-1.6934, -0.1569, -1.0258]], "atomic_forces_ev_per_a": [[0.307, 1.014, 0.339], [0.038, -0.343, -0.421], [0.040, -0.337, 0.122], [-0.719, -0.480, -2.108], [2.365, -1.898, 0.291], [-4.476, -5.476, -0.848], [0.988, 0.827, 1.272], [0.410, 6.072, -0.270], [1.048, 0.621, 1.623]], "lowdin_charge": [0.84, 0.71, 0.09, 0.01, -1.20, 0.11, -0.69, -0.01, 0.12]}



{"formula": "C3H2BrClFO2", "method": "ωB97M-V with the def2-TZVPD basis set", "lumo_energy_ev": 3.53, "multiplicity": 1, "charge": -1, "max_force_ev_per_a": 2.69, "homo_lumo_gap_ev": 6.8049, "relative_energy_kcal_mol": 25.7, "homo_energy_ev": -3.273, "e_tot_ha": -3400.09748, "species": ["Br", "Cl", "F", "O", "O", "C", "C", "C", "H", "H"], "positions_angstrom": [[1.8756, -0.4560, -0.4770], [-2.0330, 1.5420, 0.3812], [0.1924, 0.7378, -2.2136], [0.1675, -3.2126, 0.2049], [-0.1676, -1.4488, 1.6200], [0.0264, -2.2678, 0.8468], [-0.0393, 0.1967, -0.8598], [-0.2398, 1.3529, -0.0182], [0.3161, 1.2621, 0.9596], [-0.0985, 2.2937, -0.4440]], "atomic_forces_ev_per_a": [[0.515, 0.299, -0.029], [-0.325, -0.108, 0.294], [-0.524, -0.208, 0.824], [0.202, -0.893, -0.997], [-0.377, 1.374, 1.345], [-0.182, -0.658, -0.021], [0.569, -1.159, -2.168], [0.200, -0.249, 2.667], [-0.914, 0.118, -1.022], [0.837, 1.485, -0.894]], "lowdin_charge": [0.49, 0.41, -0.27, 0.15, 0.14, -0.60, -0.68, -0.71, 0.06, 0.02]}



{"formula": "C3H2BrClO", "method": "ωB97M-V with the def2-TZVPD basis set", "lumo_energy_ev": [-0.24, -1.72], "multiplicity": 3, "charge": 0, "max_force_ev_per_a": 6.43, "homo_lumo_gap_ev": [7.5569, 8.3022], "relative_energy_kcal_mol": 94.9, "homo_energy_ev": [-7.801, -10.021], "e_tot_ha": -3224.65684, "species": ["Br", "Cl", "O", "C", "C", "C", "H", "H"], "positions_angstrom": [[2.0462, 1.9986, -1.5205], [-0.8835, -1.8443, -1.2437], [0.8045, 0.9710, 0.3250], [0.4379, -0.1722, 0.2826], [-0.9266, -0.9608, 0.3511], [1.1184, 2.1792, 0.2310], [-1.8196, -0.3513, 0.4192], [-0.7774, -1.8202, 1.1553]], "atomic_forces_ev_per_a": [[0.936, 1.065, -0.765], [-0.584, 0.117, 0.322], [-0.995, 2.465, 2.723], [-2.670, -5.820, -0.557], [3.263, -1.282, 0.933], [0.851, 1.367, -1.292], [-0.011, 0.004, 0.190], [-0.789, 2.084, -1.554]], "lowdin_charge": [0.54, 0.51, -0.26, -0.13, -0.49, -0.34, 0.06, 0.11]}



{"formula": "C3H2Cl2O2", "method": "ωB97M-V with the def2-TZVPD basis set", "lumo_energy_ev": -0.34, "multiplicity": 1, "charge": 0, "max_force_ev_per_a": 8.49, "homo_lumo_gap_ev": 9.2725, "relative_energy_kcal_mol": 38.2, "smiles": "C=C(Cl)Cl.O=C=O", "homo_energy_ev": -9.608, "e_tot_ha": -1186.33003, "species": ["Cl", "Cl", "O", "O", "C", "C", "C", "H", "H"], "positions_angstrom": [[-1.7270, -2.0204, -0.9730], [0.0566, -1.0461, -3.1436], [-2.7451, 3.0454, 1.1253], [-2.7699, 2.5896, -1.0959], [-2.5704, 2.5712, 0.0415], [-0.7986, 0.4321, -0.7733], [-0.8091, -0.7609, -1.5754], [-1.1897, 0.3800, 0.1415], [-0.3114, 1.2706, -1.1623]], "atomic_forces_ev_per_a": [[-0.446, -1.397, -0.011], [-1.100, 0.586, 1.873], [1.741, -2.586, -1.129], [1.115, -1.752, -1.170], [-3.085, 4.571, 2.255], [1.841, -4.896, -6.688], [0.860, 4.516, 1.782], [-1.661, -0.168, 3.385], [0.734, 1.126, -0.296]], "lowdin_charge": [0.66, 0.54, 0.17, 0.21, -0.41, -0.07, -1.14, 0.00, 0.04]}